No. 1
Formula: C5H19AgN8O5
Source: the Open Molecules 2025 dataset
Level of theory: wB97M-V/def2-TZVPD

```
38
Properties=species:S:1:pos:R:3:mulliken_charge:R:1
Ag 1.672 1.416 -1.793 0.527
O 1.427 1.011 3.599 -0.686
O 5.945 3.900 -2.752 -0.625
O -2.232 -1.289 -4.256 -0.671
O 2.246 -4.032 0.035 -0.688
O -4.134 2.631 0.757 -0.687
N -4.145 -2.333 -3.618 -0.375
N -3.587 -1.943 -5.694 -0.388
N 0.851 -5.374 1.082 -0.397
N 1.936 -0.275 5.382 -0.378
N 2.848 -5.275 1.748 -0.359
N -0.051 0.179 5.000 -0.345
N -3.381 3.847 -1.079 -0.393
N -4.010 4.846 0.606 -0.358
C 2.021 -4.919 0.878 0.637
C 6.979 4.511 -2.115 -0.422
C -3.239 -1.904 -4.474 0.679
C -3.814 3.690 0.128 0.676
C 1.127 0.364 4.616 0.621
H 2.902 -0.325 5.089 0.228
H 0.056 -5.033 0.560 0.243
H -3.188 2.986 -1.569 0.223
H -4.011 -2.201 -2.626 0.212
H -0.796 0.529 4.414 0.250
H 7.184 3.871 -1.257 0.174
H -4.944 -2.846 -3.964 0.166
H 2.555 -5.767 2.581 0.164
H -3.527 5.648 0.227 0.166
H -2.972 -1.503 -6.363 0.225
H -4.512 -2.336 -5.794 0.149
H 3.786 -4.904 1.718 0.227
H 6.703 5.546 -1.912 0.167
H -0.056 -0.637 5.595 0.153
H -4.739 5.066 1.269 0.203
H 7.907 4.620 -2.676 0.184
H 0.751 -5.590 2.064 0.172
H 1.541 -0.913 6.058 0.156
H -3.098 4.737 -1.463 0.170
```

For the calculated total energy, the calculation gives -1162.8967 a.u. The HOMO-LUMO gap comes out at 2.83 eV.

No. 2
Formula: C5H9NO
Source: the Open Molecules 2025 dataset
Level of theory: wB97M-V/def2-TZVPD

```
16
Properties=species:S:1:pos:R:3:mulliken_charge:R:1
O 1.525 1.342 0.035 -0.587
N -1.495 0.859 -0.299 -0.504
C -0.610 0.484 0.846 -0.525
C -0.362 0.532 -1.220 -0.822
C -1.740 -0.371 0.450 -0.287
C 0.610 0.259 -0.046 1.414
C 1.347 -1.077 0.034 -1.422
H -2.640 -0.327 1.059 0.266
H 2.207 -0.979 0.703 0.367
H -1.551 -1.331 -0.035 0.145
H -0.580 -0.286 -1.919 0.294
H 1.717 -1.366 -0.956 0.331
H 1.518 1.676 0.939 0.357
H -0.054 1.421 -1.774 0.348
H 0.702 -1.883 0.403 0.325
H -0.593 1.047 1.781 0.299
```

For the calculated total energy, the calculation gives -325.8323 a.u. The energy above the lowest of the compared OMol25 structures with the same formula, charge and spin comes out at 2.863 eV. The HOMO-LUMO gap comes out at 10.17 eV.

No. 3
Formula: C7H13ClFN5O3S
Source: the Open Molecules 2025 dataset
Level of theory: wB97M-V/def2-TZVPD

```
31
Properties=species:S:1:pos:R:3:mulliken_charge:R:1
Cl 5.063 -3.660 -0.358 -0.693
S 2.608 -3.457 -1.219 -0.075
F 2.135 2.775 -1.223 -0.228
O -3.279 1.166 1.883 -0.567
O -1.405 1.271 -1.256 -0.439
O 3.087 2.799 0.743 -0.426
N 2.585 -0.804 0.273 -0.710
N 0.658 0.585 -0.280 0.606
N -0.367 -0.717 -1.742 -0.651
N 1.131 -2.531 -1.766 -0.380
N 1.429 -0.585 -0.421 0.030
C 0.762 -1.352 -1.331 0.726
C 1.003 1.691 0.558 -0.155
C -0.404 0.415 -1.083 0.473
C -3.084 -0.696 0.366 -1.454
C -2.403 0.553 0.922 0.763
C 2.189 2.478 0.061 0.357
C -2.210 1.640 -0.114 -0.854
H 2.104 -3.894 -0.058 0.133
H -3.191 1.876 -0.509 0.358
H -1.843 2.547 0.359 0.306
H 2.412 -1.153 1.205 0.218
H -2.983 -0.795 -0.709 0.349
H -1.495 0.305 1.468 0.263
H 1.198 1.378 1.577 0.294
H 0.527 -2.930 -2.467 0.233
H -4.109 -0.732 0.709 0.441
H -2.592 -1.568 0.791 0.307
H 0.168 2.380 0.599 0.183
H -2.924 1.039 2.766 0.362
H 3.229 -0.027 0.254 0.231
```

For the calculated total energy, the calculation gives -1732.1599 a.u. The HOMO-LUMO gap comes out at 6.46 eV.

No. 4
Formula: C6H13N
Source: the Open Molecules 2025 dataset
Level of theory: wB97M-V/def2-TZVPD

```
20
Properties=species:S:1:pos:R:3:mulliken_charge:R:1
N -0.042 -0.511 2.087 -0.264
C 1.011 -0.318 1.417 -0.062
C -0.018 1.868 -1.201 -1.442
C -1.057 -0.392 -0.920 -1.098
C 0.129 0.175 -3.044 -1.278
C -0.400 0.488 -1.677 1.181
C 0.135 -1.324 3.292 -0.727
H 1.053 1.890 -0.965 0.335
H 0.029 -0.665 4.154 0.241
H -0.282 0.776 -3.859 0.317
H 1.109 0.420 0.634 -0.007
H -0.175 2.637 -1.956 0.398
H -0.550 2.146 -0.286 0.353
H -0.085 -0.863 -3.322 0.329
H -0.621 -2.107 3.309 0.254
H -1.404 -0.117 0.065 0.367
H 1.124 -1.812 3.361 0.317
H 1.199 0.349 -3.090 0.289
H -1.320 -1.353 -1.345 0.258
H 1.992 -0.677 1.775 0.239
```

For the calculated total energy, the calculation gives -291.1006 a.u. The energy above the lowest of the compared OMol25 structures with the same formula, charge and spin comes out at 1.583 eV. The HOMO-LUMO gap comes out at 10.14 eV.